2 unconnected molecules or ions with the total composition C5H16N2O in a non-equilibrium geometry. Source: the OMol25 dataset; level of theory: ωB97M-V with the def2-TZVPD basis set.

Structure (XYZ):
```
24
Properties=species:S:1:pos:R:3:forces:R:3:mulliken_charge:R:1
C -1.206 0.589 0.151 -2.81 -1.13 -1.30 -1.0867
C -1.089 0.524 -1.388 -3.00 -0.39 0.21 1.0065
C -2.071 1.466 -2.122 -0.59 -1.94 0.23 -1.5545
C 0.275 0.812 -1.746 4.79 2.32 0.32 -1.5341
N -0.547 -0.600 0.642 -3.14 1.85 -1.34 -0.1103
C -0.715 -0.966 1.959 -0.85 -3.22 1.13 -0.4836
N -0.288 -2.469 2.026 -4.01 1.42 2.25 -0.6833
H -0.817 1.559 0.386 0.42 0.66 0.89 0.3175
H -2.314 0.550 0.433 1.35 0.07 -0.14 0.3560
H -1.511 -0.488 -1.717 1.47 0.93 0.57 0.2138
H -2.345 2.352 -1.585 -0.14 0.50 0.24 0.3284
H -1.694 1.695 -3.110 0.01 0.20 -0.19 0.4230
H -2.919 0.755 -2.240 -0.21 1.34 -0.15 0.3626
H 0.472 1.601 -2.524 -0.51 -1.40 -0.04 0.3606
H 0.942 -0.029 -1.816 0.09 -0.67 -1.00 0.4190
H 0.928 1.349 -0.948 -1.53 -0.51 -0.29 0.3061
H 0.333 -0.532 0.286 3.30 -0.44 -0.45 0.2046
H -1.824 -0.884 2.254 1.56 -0.27 -0.51 0.2735
H -0.181 -0.377 2.673 0.73 0.22 0.77 0.3400
H -1.182 -2.982 1.761 2.00 0.66 0.20 0.2674
H 0.418 -2.654 1.381 1.09 -0.22 -1.42 0.2728
H 4.104 0.909 1.193 1.76 -1.32 -2.41 0.3327
H 5.284 -0.045 0.729 0.95 -0.83 0.74 0.3098
O 4.623 0.519 0.379 -2.73 2.14 1.67 -0.6418
```
Positions in Å, forces in eV/Å.

Output
**Highest occupied orbital energy**: -8.69 eV
**LUMO**: 0.59 eV
**Structure (SMILES)**: CC(C)CNCN.O
**ΔE to the lowest compared entry with this formula, charge and spin**: 56.34 kcal per mole
**Total charge**: 0
**E_tot**: -384.7683 hartree

---

7 unconnected molecules or ions with the total composition C26H49NO10 in a non-equilibrium geometry. Source: the OMol25 dataset; level of theory: ωB97M-V with the def2-TZVPD basis set.

Structure (XYZ):
```
86
Properties=species:S:1:pos:R:3:forces:R:3:mulliken_charge:R:1
O -0.482 -0.083 -3.176 -2.27 -8.02 1.46 -0.4164
C -0.852 -1.285 -3.076 -0.27 4.35 -3.59 0.8558
N -1.444 -2.435 -3.457 1.41 5.13 2.65 -0.4701
O -0.431 -3.386 -3.526 1.26 -1.20 -3.91 -0.0514
C 0.000 -3.517 -4.913 3.62 -2.61 -1.46 0.5773
O 1.046 -4.203 -5.150 -5.21 3.48 1.40 -0.4771
O -0.786 -2.920 -5.972 2.24 -0.34 2.87 -0.4127
H -0.114 -2.467 -6.550 -0.73 -0.84 0.58 0.3964
C -1.423 4.142 -1.284 0.07 0.41 0.31 -0.6384
C -0.793 2.772 -1.380 0.35 -0.28 -0.27 -0.0584
C -1.851 1.892 -0.750 -0.16 -0.13 0.39 0.4521
O -3.119 2.510 -1.017 0.20 0.15 -0.07 -0.4780
C -2.887 3.832 -1.521 -0.29 -0.09 -0.18 -0.5252
H -1.019 4.863 -1.997 -0.05 -0.05 0.04 0.3003
H -1.284 4.544 -0.275 -0.01 0.00 -0.10 0.3185
H -0.658 2.499 -2.433 0.05 0.00 0.08 0.0350
H 0.176 2.697 -0.882 -0.07 0.00 -0.08 0.2923
H -1.728 1.838 0.337 0.14 -0.03 -0.03 -0.2941
H -1.845 0.876 -1.153 -0.13 0.06 0.00 -0.0027
H -3.124 3.829 -2.590 0.00 0.11 -0.02 0.2840
H -3.553 4.539 -1.019 -0.04 -0.13 0.00 0.3087
C -2.044 0.419 4.615 -0.01 0.21 0.42 -0.2249
C -3.044 0.130 3.520 -0.06 -0.39 -0.28 -0.2687
C -3.108 1.456 2.791 -0.08 0.36 -0.09 -0.4641
O -1.818 2.069 2.929 -0.25 -0.24 0.05 -0.4608
C -1.069 1.342 3.915 0.50 0.01 -0.25 -0.0731
H -1.567 -0.475 5.022 0.01 0.10 -0.01 0.2595
H -2.536 0.948 5.436 0.13 -0.14 -0.08 0.1998
H -2.650 -0.645 2.853 -0.06 0.04 -0.01 -0.0127
H -4.017 -0.201 3.889 0.03 0.05 -0.05 0.3432
H -3.846 2.126 3.245 -0.09 -0.06 -0.04 0.2762
H -3.348 1.340 1.731 0.03 0.13 0.04 0.2627
H -0.292 0.775 3.393 -0.04 0.01 0.17 -0.1850
H -0.587 2.042 4.602 -0.09 0.08 -0.09 0.3136
C 0.894 -2.488 0.822 0.44 -0.17 -0.11 -0.4739
C -0.392 -3.095 1.333 -0.47 -0.10 -0.19 -0.5487
C -0.384 -2.673 2.788 0.11 -0.01 0.37 -0.3691
O 0.309 -1.419 2.853 0.00 -0.36 -0.31 -0.3543
C 0.957 -1.187 1.595 -0.07 0.40 0.06 -0.1152
H 0.912 -2.343 -0.260 0.02 0.01 0.07 0.2143
H 1.740 -3.127 1.096 -0.04 0.06 -0.08 0.2903
H -1.246 -2.642 0.817 0.02 -0.07 0.05 0.2058
H -0.450 -4.178 1.203 -0.01 0.09 0.03 0.3776
H 0.164 -3.391 3.408 -0.08 -0.07 -0.01 0.3148
H -1.391 -2.557 3.197 0.09 0.08 0.04 0.2062
H 0.409 -0.391 1.078 0.07 0.04 -0.07 -0.0469
H 1.982 -0.849 1.765 -0.10 0.02 0.09 0.3270
C -3.252 -1.724 9.166 -0.01 0.05 0.51 -0.5379
C -4.251 -2.013 8.070 -0.13 -0.41 -0.29 -0.6168
C -4.314 -0.686 7.342 -0.09 0.38 -0.06 -0.1699
O -3.025 -0.073 7.482 -0.19 -0.36 0.40 -0.3105
C -2.276 -0.799 8.466 0.29 0.12 -0.22 -0.4710
H -2.774 -2.618 9.573 -0.01 0.09 -0.03 0.3343
H -3.745 -1.194 9.988 0.07 -0.06 -0.04 0.2414
H -3.856 -2.787 7.403 -0.07 0.04 0.04 0.2708
H -5.224 -2.344 8.438 0.07 0.05 -0.05 0.3537
H -5.053 -0.018 7.796 -0.08 -0.06 -0.05 0.2924
H -4.553 -0.801 6.282 0.09 0.10 0.03 0.0708
H -1.497 -1.366 7.944 0.06 -0.02 0.08 0.2496
H -1.795 -0.099 9.153 -0.03 0.04 -0.13 0.2945
C 2.943 2.054 -4.205 -0.25 -0.32 -0.26 0.2095
C 3.331 3.513 -4.261 0.38 0.26 -0.13 -0.6598
C 2.637 4.072 -3.036 -0.26 0.15 0.23 -0.3373
O 2.584 3.014 -2.069 0.12 -0.05 -0.33 -0.3939
C 2.945 1.784 -2.714 0.14 -0.03 0.32 -0.2638
H 3.618 1.397 -4.757 -0.14 0.01 0.05 -0.2632
H 1.932 1.923 -4.607 0.10 -0.06 0.00 0.1966
H 4.417 3.612 -4.153 -0.08 0.04 -0.03 0.2730
H 3.033 4.012 -5.185 0.01 -0.02 0.09 0.3734
H 1.607 4.369 -3.263 0.01 0.08 -0.05 0.1240
H 3.162 4.931 -2.611 -0.07 -0.09 0.08 0.3336
H 3.944 1.503 -2.363 0.00 -0.10 -0.03 0.3127
H 2.241 0.999 -2.428 -0.01 0.10 0.09 0.1145
C 4.597 -2.768 -6.042 -0.05 -0.47 -0.25 -0.6283
C 5.641 -1.688 -5.879 0.32 0.14 0.35 -0.5642
C 4.980 -0.505 -6.557 -0.09 0.20 -0.31 -0.4074
O 3.565 -0.663 -6.382 0.23 -0.22 0.05 -0.4381
C 3.308 -1.986 -5.891 -0.26 0.25 0.18 0.0854
H 4.689 -3.581 -5.320 -0.06 0.07 -0.07 0.3302
H 4.658 -3.196 -7.049 -0.03 -0.01 0.10 0.2836
H 5.790 -1.474 -4.816 0.04 0.00 -0.08 0.2486
H 6.609 -1.943 -6.315 -0.08 0.05 0.02 0.3626
H 5.185 -0.497 -7.633 0.10 0.04 0.02 0.3125
H 5.298 0.452 -6.135 -0.11 0.00 -0.05 0.2592
H 3.017 -1.902 -4.838 -0.04 -0.12 0.02 0.1032
H 2.480 -2.431 -6.447 0.06 0.09 0.00 0.0429
```
Positions in Å, forces in eV/Å.

Output
**Highest occupied orbital energy**: -8.86 eV
**LUMO**: -0.96 eV
**Structure (SMILES)**: O=C=NOC(=O)O.C1CCOC1.C1CCOC1.C1CCOC1.C1CCOC1.C1CCOC1.C1CCOC1
**Total charge**: 0
**E_tot**: -1826.9923 hartree

---

A molecular structure, C28H45BrHgN2P2 in a non-equilibrium geometry. Source: the OMol25 dataset; level of theory: ωB97M-V with the def2-TZVPD basis set.

Structure (XYZ):
```
79
Properties=species:S:1:pos:R:3:forces:R:3:mulliken_charge:R:1
N 2.749 0.561 -8.317 0.31 -0.16 -0.29 -0.5376
C 2.129 -0.560 -7.932 -0.27 0.80 0.78 -0.3766
C 1.663 -0.712 -6.626 0.34 0.06 0.47 -0.3970
C 1.928 0.282 -5.646 0.98 0.60 -0.91 0.4498
C 2.507 1.482 -6.104 0.03 -0.53 -0.40 -0.2650
C 2.930 1.556 -7.454 -0.59 -0.14 1.01 -0.3510
C 1.517 -0.020 -4.265 -0.66 -0.08 0.06 -0.6195
Hg -0.009 0.196 -0.332 -1.02 0.57 0.83 0.8539
P -1.791 0.833 1.535 -2.17 0.15 1.21 0.1211
C 0.870 0.778 -3.361 0.94 0.12 -0.70 -0.2316
C -0.424 0.283 -2.839 0.50 -0.57 1.66 -0.7398
C -1.556 1.149 -2.727 0.34 0.33 -0.81 0.4049
C -2.853 0.698 -2.916 0.30 -0.37 0.71 -0.9077
C -3.104 -0.678 -2.864 1.92 -0.16 0.03 0.1349
C -2.001 -1.570 -2.963 -0.23 -0.11 0.71 -1.1646
C -0.694 -1.125 -2.823 -0.07 0.21 -0.03 0.3006
Br -4.718 -1.237 -2.157 -0.63 -0.40 -0.58 0.0112
H 1.566 -1.101 -4.087 -0.92 0.22 -0.32 0.5169
H 1.177 1.829 -3.249 -0.93 -0.22 -0.57 0.4572
H 1.076 -1.591 -6.372 0.33 -0.03 0.10 0.3674
H 2.625 2.326 -5.428 0.25 -0.15 -0.16 0.3693
H 1.983 -1.360 -8.660 0.06 0.37 0.07 0.3568
H 3.432 2.463 -7.815 -0.25 -0.43 0.04 0.3576
H -1.357 2.207 -2.613 -0.09 0.13 -0.38 0.5586
H 0.165 -1.814 -2.737 -0.75 0.22 -0.52 0.5210
H -3.700 1.357 -3.010 0.01 0.35 0.38 0.5545
H -2.147 -2.635 -3.076 -0.33 -0.05 0.36 0.4913
P 1.760 0.833 1.570 1.86 -0.60 -0.74 0.8754
C -3.498 0.501 0.902 0.29 -0.10 -0.45 0.1817
C -4.671 0.955 1.755 -0.51 0.19 0.44 -1.4884
H -3.532 -0.586 0.755 0.07 -0.01 0.24 0.4386
H -3.554 0.863 -0.135 -0.02 0.28 0.27 0.0629
H -5.629 0.572 1.388 0.23 -0.11 -0.10 0.3719
H -4.560 0.627 2.786 -0.19 -0.06 -0.30 0.2541
H -4.802 2.031 1.839 0.20 0.09 -0.45 0.3234
C -1.792 2.638 2.114 0.62 0.21 -0.67 -0.1594
C -2.635 3.230 3.266 -0.34 0.06 0.47 -1.3181
H -2.077 3.167 1.193 0.08 -0.05 0.07 0.3897
H -0.741 2.941 2.296 -0.29 -0.34 -0.17 0.1272
H -2.538 4.340 3.281 0.13 -0.77 -0.23 0.3959
H -3.706 3.022 3.169 0.35 0.03 -0.02 0.2354
H -2.336 2.889 4.268 0.09 0.02 -0.43 0.3249
C -1.692 -0.199 3.095 0.83 -0.25 -0.60 0.4464
C -2.809 -0.138 4.137 -0.40 0.47 0.44 -1.6087
H -0.759 0.152 3.555 -0.07 -0.02 0.08 0.1135
H -1.454 -1.235 2.792 -0.26 0.47 0.05 -0.1904
H -2.485 -0.615 5.072 0.08 0.09 -0.33 0.4147
H -3.056 0.907 4.382 0.10 -0.45 0.01 0.3154
H -3.757 -0.612 3.856 0.54 -0.13 -0.10 0.4205
C 2.137 -0.434 2.859 -0.28 -0.19 0.07 -0.2366
C 3.596 -0.396 3.333 0.33 0.13 0.33 -1.2841
H 1.819 -1.420 2.466 0.35 0.71 0.29 0.2885
H 1.480 -0.236 3.724 0.12 0.00 -0.36 0.6180
H 4.305 -0.882 2.652 -0.30 0.11 0.13 0.2268
H 3.942 0.635 3.485 -0.03 -0.45 0.12 0.2747
H 3.688 -0.901 4.306 -0.09 0.09 -0.33 0.4438
C 2.524 2.350 2.263 -0.28 0.42 0.72 -1.0890
C 2.372 3.681 1.524 0.06 0.14 -0.02 -1.3382
H 3.594 2.086 2.296 -0.50 0.12 0.08 0.5781
H 2.191 2.423 3.312 0.00 0.08 -0.33 0.5354
H 3.178 3.805 0.788 -0.34 0.03 0.15 0.3488
H 1.411 3.782 1.012 0.03 -0.01 0.01 0.2669
H 2.437 4.505 2.248 0.08 -0.21 -0.31 0.3627
C 3.049 0.539 0.274 0.00 0.10 -0.08 -0.7168
C 3.335 -0.941 0.036 0.22 -0.27 -0.32 -1.1761
H 3.949 1.082 0.582 0.03 -0.27 -0.15 0.4485
H 2.707 1.030 -0.649 0.13 -0.04 0.16 0.5202
H 3.669 -1.092 -1.003 0.09 -0.08 0.48 0.3477
H 4.120 -1.262 0.739 -0.34 -0.13 -0.55 0.2880
H 2.465 -1.605 0.195 0.17 0.28 -0.02 0.1821
C -0.359 -6.129 2.648 0.45 -0.03 0.03 -1.1241
C -1.141 -4.919 2.122 -0.59 -0.46 0.14 -0.2815
C -0.374 -3.682 2.085 0.93 0.94 -0.21 0.2901
N 0.265 -2.715 2.027 -1.09 -1.24 -0.23 -0.4964
H 0.301 -6.509 1.865 -0.02 -0.01 0.17 0.3023
H -1.030 -6.937 2.959 0.03 0.26 -0.17 0.3460
H 0.256 -5.853 3.508 -0.10 -0.07 -0.06 0.3431
H -1.497 -5.128 1.107 -0.01 0.15 0.13 0.2534
H -2.029 -4.760 2.746 0.14 0.15 -0.12 0.3149
```
Positions in Å, forces in eV/Å.

Output
**Highest occupied orbital energy**: -13.27 eV
**LUMO**: -7.76 eV
**ΔE to the lowest compared entry with this formula, charge and spin**: 16.48 kcal per mole
**Total charge**: +2
**E_tot**: -4612.8989 hartree

---

A molecular structure, C10H10BBrF4Ir in a non-equilibrium geometry. Source: the OMol25 dataset; level of theory: ωB97M-V with the def2-TZVPD basis set.

Structure (XYZ):
```
27
Properties=species:S:1:pos:R:3:forces:R:3:mulliken_charge:R:1
C -1.744 -0.854 -1.313 -2.01 -0.08 -0.39 -0.4094
C -1.884 -1.412 0.016 -1.56 -0.07 0.55 -0.7004
C -2.029 -0.325 0.961 -2.95 -0.32 -0.15 -0.1713
H -1.874 -2.460 0.310 0.05 0.33 -0.24 0.3659
C -2.009 0.921 0.218 -1.27 -0.20 0.53 -0.5457
C -1.827 0.601 -1.188 -1.56 -0.30 -0.64 -0.3816
H -1.754 1.304 -2.014 -0.10 -0.15 0.30 0.3820
H -1.589 -1.408 -2.235 -0.12 0.13 0.31 0.4105
H -2.213 -0.457 2.026 0.28 0.18 -0.41 0.3978
H -2.132 1.914 0.649 0.13 -0.40 -0.15 0.3603
Ir -0.210 -0.123 -0.125 5.27 0.74 0.03 0.9533
Br 1.692 -0.133 -1.495 2.72 0.01 -1.46 -0.0194
C 2.366 0.628 -3.983 0.31 -1.62 0.15 -0.4729
C 1.342 1.423 -4.569 -0.98 -0.63 -0.62 -0.3140
C 0.385 0.550 -5.161 0.77 -0.90 0.36 -0.4774
H 1.317 2.503 -4.564 -0.07 -0.09 0.01 0.4107
C 0.829 -0.795 -4.953 -1.34 1.79 -0.75 -0.2847
C 2.045 -0.752 -4.237 1.44 1.25 0.96 -0.3317
H 2.647 -1.605 -3.936 -0.13 0.26 -0.12 0.4569
H 3.254 1.002 -3.487 -0.14 -0.14 -0.24 0.5167
H -0.510 0.848 -5.687 0.07 -0.03 0.07 0.4425
H 0.331 -1.692 -5.294 0.01 0.12 0.05 0.4433
F 1.311 -0.052 1.338 0.63 0.07 2.27 -0.5785
B 0.714 0.081 2.827 0.43 -0.09 -0.87 0.5180
F 1.820 0.236 3.613 -0.52 0.00 -0.04 -0.3038
F -0.110 1.206 2.713 0.35 -0.66 0.40 -0.3317
F 0.023 -1.118 3.006 0.28 0.77 0.09 -0.3353
```
Positions in Å, forces in eV/Å.

Output
**Highest occupied orbital energy (alpha / beta)**: -5.41 / -8.95 eV
**LUMO (alpha / beta)**: 0.19 / -3.56 eV
**Spin multiplicity**: 6
**Total charge**: 0
**E_tot**: -3489.6345 hartree

---

A single C3H3NS2 molecule in a non-equilibrium geometry. Source: the OMol25 dataset; level of theory: ωB97M-V with the def2-TZVPD basis set.

Structure (XYZ):
```
9
Properties=species:S:1:pos:R:3:forces:R:3:mulliken_charge:R:1
C -1.737 0.049 -0.401 1.20 -0.85 0.06 -0.1711
C 0.859 0.398 0.429 -1.96 2.65 3.99 -0.5969
C 1.426 -0.738 -0.157 0.97 -0.38 -0.58 0.3805
H -2.681 0.519 -0.678 0.00 -0.25 -0.02 0.3145
H 0.203 0.235 1.470 2.62 -0.15 -2.29 0.3269
H 1.681 1.211 0.543 -1.40 -1.47 0.16 0.3147
N 2.214 -1.371 -0.690 0.29 -1.08 -0.42 -0.3934
S -1.510 -1.560 -0.099 -0.58 1.64 -0.08 -0.2121
S -0.455 1.256 -0.417 -1.13 -0.12 -0.82 0.0370
```
Positions in Å, forces in eV/Å.

Output
**Highest occupied orbital energy**: -9.23 eV
**LUMO**: -0.74 eV
**Structure (SMILES)**: N#CCSC=S
**ΔE to the lowest compared entry with this formula, charge and spin**: 23.69 kcal per mole
**Total charge**: 0
**E_tot**: -967.1782 hartree